Record 1
{
  "formula": "C7H14",
  "method": "ωB97M-V/def2-TZVPD",
  "charge": 0,
  "smiles": "C=C1CC1.[H][H].C=CC",
  "spin_multiplicity": 1,
  "relative_energy_kcal_mol": 88.0,
  "homo_energy_ev": -9.6115,
  "e_tot_ev": -7482.478,
  "elements": ["C", "C", "C", "C", "C", "C", "C", "H", "H", "H", "H", "H", "H", "H", "H", "H", "H", "H", "H", "H", "H"],
  "coordinates": [[-2.1623, 1.5723, 0.4872], [-1.7668, 0.3079, 0.3646], [-2.2732, -0.6481, -0.6754], [0.8920, -2.1352, 0.3978], [1.5498, -1.0728, -0.0263], [2.7029, -0.1780, 0.1182], [1.6615, 0.0345, -0.9825], [0.5470, 2.5847, 0.8053], [-2.8999, 2.0054, -0.1863], [-1.7742, 2.2186, 1.2705], [-1.0234, -0.0903, 1.0561], [-2.7842, -1.4987, -0.2067], [-2.9769, -0.1617, -1.3586], [-1.4453, -1.0569, -1.2677], [1.2379, -2.7126, 1.2515], [-0.0199, -2.4694, -0.0926], [1.2000, 2.6282, 1.1603], [2.7200, 0.5294, 0.9453], [3.6830, -0.5493, -0.1744], [1.9516, -0.1861, -2.0078], [0.9803, 0.8778, -0.8784]],
  "atomic_forces_ev_per_a": [[0.0, -0.1, 0.0], [-0.1, 0.2, 0.0], [0.0, 0.0, -0.1], [0.1, 0.1, -0.1], [-0.1, -0.1, 0.0], [0.2, 0.0, 0.1], [-0.2, 0.0, -0.2], [0.1, 0.0, 0.0], [0.1, -0.1, 0.1], [-0.1, -0.1, -0.1], [-0.1, 0.1, -0.1], [0.1, 0.1, -0.1], [0.1, -0.1, 0.1], [-0.1, 0.1, 0.1], [0.0, 0.1, -0.1], [0.2, 0.1, 0.1], [-0.1, 0.0, 0.0], [0.0, -0.1, -0.1], [-0.2, 0.1, 0.0], [0.0, 0.0, 0.2], [0.1, -0.2, 0.0]],
  "mulliken_charge": [-0.858, 0.173, -1.053, -0.742, 0.484, -0.468, -0.426, -0.166, 0.241, 0.316, 0.365, 0.286, 0.349, 0.191, 0.244, 0.228, 0.138, 0.147, 0.228, 0.221, 0.101]
}

---

Record 2
{
  "formula": "C32H32AuN5OSSb2",
  "method": "ωB97M-V/def2-TZVPD",
  "charge": 2,
  "spin_multiplicity": 1,
  "homo_energy_ev": [-13.1019, -13.0256],
  "e_tot_ev": -70787.762,
  "elements": ["Au", "C", "C", "C", "Sb", "C", "C", "C", "C", "C", "C", "C", "C", "C", "C", "C", "C", "Sb", "C", "C", "C", "C", "C", "C", "C", "C", "C", "C", "C", "C", "H", "H", "H", "H", "H", "H", "H", "H", "H", "H", "H", "H", "H", "H", "H", "H", "H", "H", "H", "H", "H", "H", "H", "H", "H", "H", "N", "C", "N", "S", "H", "H", "H", "H", "N", "C", "O", "C", "C", "N", "C", "N", "H", "H"],
  "coordinates": [[-0.5403, 1.2322, 1.4100], [-1.2482, -2.5532, -0.3129], [-1.3427, -1.9439, -1.7060], [-2.4450, -0.9174, -1.8720], [-2.0116, 1.1249, -1.1873], [-3.2618, 2.1698, -2.6192], [-4.5380, 1.7006, -2.8769], [-5.3070, 2.3431, -3.8332], [-4.8074, 3.4525, -4.4959], [-3.5305, 3.9140, -4.2232], [-2.7513, 3.2804, -3.2684], [-0.1176, 1.5289, -2.1278], [0.7365, 2.4541, -1.5411], [1.9478, 2.7635, -2.1414], [2.3107, 2.1373, -3.3242], [1.4548, 1.2219, -3.9159], [0.2367, 0.9194, -3.3225], [1.7689, -0.6248, -0.4002], [2.1515, -2.7634, -0.5969], [1.8439, -3.6734, 0.4043], [2.1824, -5.0071, 0.2363], [2.8164, -5.4249, -0.9225], [3.1255, -4.5124, -1.9172], [2.7872, -3.1777, -1.7571], [2.8400, -0.1665, 1.4641], [2.7505, 1.0770, 2.0552], [3.4497, 1.3180, 3.2286], [4.2376, 0.3226, 3.7803], [4.3280, -0.9148, 3.1680], [3.6288, -1.1674, 1.9954], [-0.5196, -3.3709, -0.3447], [-2.2112, -2.9940, -0.0455], [-1.5532, -2.7713, -2.3912], [-0.3759, -1.5241, -2.0103], [-3.3581, -1.2477, -1.3734], [-2.6688, -0.7721, -2.9317], [-4.9323, 0.8405, -2.3497], [-6.2968, 1.9739, -4.0496], [-5.4226, 3.9653, -5.2190], [-3.1359, 4.7720, -4.7451], [-1.7553, 3.6444, -3.0512], [0.4308, 2.9663, -0.6339], [2.5915, 3.5120, -1.7046], [3.2504, 2.3806, -3.7953], [1.7221, 0.7630, -4.8562], [-0.4446, 0.2357, -3.8126], [1.3530, -3.3464, 1.3123], [1.9563, -5.7150, 1.0182], [3.0650, -6.4664, -1.0492], [3.6330, -4.8334, -2.8147], [3.0263, -2.4631, -2.5347], [2.1480, 1.8587, 1.6108], [3.3954, 2.2912, 3.6938], [4.7935, 0.5180, 4.6841], [4.9583, -1.6843, 3.5869], [3.7184, -2.1327, 1.5131], [-0.6907, 2.4609, 4.5832], [-1.0967, 3.4690, 3.8282], [-1.4623, 4.6188, 4.3817], [-1.1564, 3.3860, 2.1263], [-0.6818, 2.5617, 5.5873], [-0.4435, 1.5562, 4.1931], [-1.4513, 4.7645, 5.3796], [-1.7710, 5.3779, 3.7954], [-0.9230, -1.9879, 4.4264], [-0.7895, -1.2751, 3.3042], [-0.2567, -0.1468, 3.3566], [-1.2960, -1.9066, 2.0830], [-2.2484, -2.9251, 2.2746], [-3.0782, -3.6990, 2.4562], [-0.8237, -1.6217, 0.8024], [0.0327, -0.6350, 0.6039], [-0.5541, -1.6217, 5.2901], [-1.3729, -2.8892, 4.4406]],
  "atomic_forces_ev_per_a": [[-0.5, -1.3, -0.3], [0.1, -0.1, -0.3], [0.4, 0.1, 0.3], [-0.1, 0.1, 0.4], [1.3, -0.3, -1.2], [0.2, -0.1, 1.0], [-0.2, -0.2, 0.2], [0.0, -0.2, 0.0], [-0.1, 0.0, 0.0], [0.1, 0.0, 0.0], [0.3, 0.2, 0.1], [-0.5, 0.1, 0.3], [-0.2, 0.2, 0.0], [0.0, 0.1, 0.0], [0.0, 0.0, 0.1], [-0.1, 0.0, 0.0], [-0.2, 0.0, -0.1], [2.2, -0.1, -0.6], [-0.4, 1.0, 0.5], [0.1, -0.2, 0.0], [-0.1, 0.1, 0.2], [0.0, 0.0, -0.1], [0.0, 0.0, -0.1], [0.0, 0.1, -0.1], [-0.6, -0.8, -1.4], [0.0, 0.0, 0.2], [-0.1, 0.2, 0.0], [0.0, 0.0, 0.1], [0.1, -0.1, 0.0], [0.2, 0.0, 0.4], [-0.1, 0.0, 0.1], [0.1, 0.0, 0.0], [0.0, 0.1, 0.0], [-0.1, -0.1, -0.1], [0.0, 0.1, -0.1], [-0.1, 0.3, 0.1], [-0.1, 0.0, 0.0], [-0.1, 0.0, 0.0], [0.0, 0.0, -0.1], [0.0, 0.1, 0.0], [0.0, 0.0, 0.0], [0.1, 0.0, 0.0], [0.1, 0.0, 0.1], [0.1, 0.0, 0.0], [0.0, -0.1, 0.0], [0.0, -0.1, -0.1], [0.0, 0.0, 0.1], [0.0, -0.1, 0.1], [0.1, -0.1, 0.0], [0.0, 0.0, -0.1], [0.0, 0.0, -0.1], [0.0, 0.2, -0.1], [0.0, 0.1, 0.1], [0.1, 0.0, 0.1], [0.1, -0.1, 0.1], [0.0, 0.0, 0.0], [-0.1, 0.2, 0.2], [0.2, -0.3, 0.5], [0.0, -0.1, 0.0], [-0.1, -0.1, -1.0], [0.0, -0.1, 0.0], [0.0, 0.0, 0.0], [0.0, 0.0, 0.0], [0.0, 0.0, 0.1], [0.1, 0.2, 0.1], [-0.3, -0.5, 0.2], [0.3, 0.9, -0.3], [0.2, 0.6, -0.5], [-0.4, -0.2, -0.1], [-0.1, -0.3, 0.1], [-0.6, -0.8, 1.2], [-1.3, 1.5, 0.0], [-0.1, 0.0, 0.0], [0.0, -0.1, -0.1]],
  "mulliken_charge": [0.620, -1.105, 0.146, -1.656, 1.130, 0.486, -0.497, -0.564, -0.515, -0.601, -0.412, 0.132, -0.352, -0.720, -0.539, -0.797, -0.255, 0.721, 0.464, -0.470, -0.703, -0.634, -0.566, -0.802, 0.650, -0.495, -0.879, -0.616, -0.706, -0.451, 0.353, 0.656, 0.592, -0.322, 0.595, 0.628, 0.372, 0.416, 0.413, 0.414, 0.409, 0.519, 0.475, 0.450, 0.466, 0.417, 0.632, 0.454, 0.419, 0.437, 0.469, 0.641, 0.465, 0.418, 0.446, 0.411, -0.232, 0.907, -0.399, -0.448, 0.266, 0.147, 0.209, 0.214, -0.411, 0.984, -0.796, 0.300, -1.155, -0.496, 0.867, -0.058, 0.267, 0.176]
}

---

Record 3
{
  "formula": "C4H10O2",
  "method": "ωB97M-V/def2-TZVPD",
  "charge": 0,
  "smiles": "O=CO.CCC",
  "spin_multiplicity": 1,
  "relative_energy_kcal_mol": 15.5,
  "homo_energy_ev": -10.9821,
  "e_tot_ev": -8404.875,
  "elements": ["C", "C", "C", "H", "H", "H", "H", "H", "H", "H", "H", "O", "C", "O", "H", "H"],
  "coordinates": [[0.7770, 0.7355, -1.6574], [-0.3862, -0.1272, -1.1393], [-1.4891, 0.6680, -0.4756], [0.4307, 1.7376, -1.8130], [1.0981, 0.3380, -2.6112], [1.6000, 0.7764, -0.9425], [-0.0838, -0.9034, -0.4382], [-0.7574, -0.6882, -2.0015], [-2.3478, 0.0450, -0.2345], [-1.1974, 1.1795, 0.4386], [-1.9621, 1.3984, -1.1429], [1.0835, 0.3643, 1.7457], [1.0957, -0.7235, 2.2319], [0.0296, -1.2431, 2.8615], [2.0005, -1.3513, 2.2290], [0.1086, -2.2059, 2.9494]],
  "atomic_forces_ev_per_a": [[-0.1, -0.7, 0.6], [0.0, 0.0, -0.3], [-1.1, 0.2, -0.3], [-0.2, 0.6, -0.2], [0.4, 0.0, -0.1], [0.0, 0.0, -0.1], [0.4, 0.0, 0.1], [-0.4, 0.1, 0.1], [0.1, -0.4, 0.3], [0.3, 0.0, 0.0], [0.5, 0.2, -0.1], [-0.1, 0.0, 0.2], [0.3, 0.3, -0.1], [-0.3, -0.3, -0.1], [-0.1, -0.2, 0.0], [0.2, 0.3, 0.1]],
  "mulliken_charge": [-1.003, -0.133, -1.251, 0.295, 0.311, 0.245, 0.149, 0.371, 0.345, 0.283, 0.392, -0.393, 0.147, -0.416, 0.315, 0.343]
}

---

Record 4
{
  "formula": "C5H11NOS",
  "method": "ωB97M-V/def2-TZVPD",
  "charge": 0,
  "spin_multiplicity": 1,
  "relative_energy_kcal_mol": 196.9,
  "homo_energy_ev": -7.8291,
  "e_tot_ev": -19728.557,
  "elements": ["O", "C", "C", "C", "C", "S", "C", "N", "H", "H", "H", "H", "H", "H", "H", "H", "H", "H", "H"],
  "coordinates": [[-2.3295, 0.9188, 1.0329], [-2.2564, 0.2731, -0.0731], [-1.1362, -0.7734, -0.4152], [-0.3360, -1.0327, 0.8730], [1.1052, -1.2815, 0.4946], [1.8468, -0.5014, -0.7795], [2.1205, 1.1499, -0.1112], [-1.0963, 0.5362, -1.0000], [-3.2559, 0.2959, -0.6756], [-1.1780, -1.4606, -1.2337], [-0.9295, -1.6253, 1.5076], [-0.3701, 0.1342, 1.2248], [1.7061, -2.0581, 0.8595], [-1.0606, 2.6058, 2.3234], [2.3279, 2.0212, -0.7053], [2.7474, 1.1434, 0.8517], [1.0917, 1.4242, 0.1761], [-0.6652, 3.1530, 2.7295], [-0.6341, 1.2723, -0.4572]],
  "atomic_forces_ev_per_a": [[1.0, -0.9, -0.5], [-3.4, 1.6, -1.1], [0.8, 0.8, 0.8], [2.3, 3.6, -1.6], [-3.9, 0.3, 0.6], [2.2, 0.8, -1.6], [-1.5, 0.8, 2.8], [0.5, 1.1, -0.2], [1.6, -1.1, 0.9], [-0.3, -1.0, 0.1], [0.2, -1.0, 1.3], [-0.4, -2.3, 0.2], [0.2, -1.7, 0.5], [0.6, 0.9, 0.7], [0.8, -0.4, -1.1], [-0.7, -0.1, -1.7], [0.5, 0.1, 0.6], [-0.6, -0.9, -0.7], [0.3, -0.6, -0.1]],
  "mulliken_charge": [-0.575, 0.092, -0.413, -0.048, -0.526, -0.058, -0.489, -0.536, 0.288, 0.433, 0.522, -0.021, 0.459, -0.262, 0.391, 0.290, -0.084, 0.246, 0.290]
}